Below is a molecular structure, C41H60BBrN8OReS3Si in a non-equilibrium geometry, with properties calculated with ωB97M-V with the def2-TZVPD basis set.

Each line ends with the Löwdin spin population.
Element x y z (Å)
Re -1.24 -0.77 0.22  1.2476
C -0.43 4.26 6.41  0.0000
C 0.84 4.14 5.56  -0.0001
C 1.90 3.33 6.33  0.0000
C 1.40 5.55 5.33  0.0000
C 0.52 3.39 4.27  -0.0005
C -0.07 2.14 4.31  0.0006
C -0.29 1.46 3.14  0.0002
Br -1.18 -0.25 3.28  0.0034
C 0.10 1.90 1.86  0.0029
O -0.03 1.16 0.81  0.0312
C 0.69 3.19 1.82  0.0003
C 0.85 3.89 3.02  0.0001
C 1.15 3.93 0.56  0.0000
C 0.20 5.11 0.31  0.0000
C 2.58 4.46 0.75  0.0000
C 1.19 3.08 -0.72  0.0001
H -0.23 4.82 7.32  0.0000
H -0.81 3.28 6.69  0.0000
H -1.21 4.78 5.86  0.0000
H 2.15 3.82 7.27  0.0000
H 2.81 3.25 5.74  0.0000
H 1.54 2.33 6.55  0.0000
H 1.59 6.02 6.29  0.0000
H 0.68 6.17 4.79  0.0000
H 2.33 5.52 4.78  0.0000
H -0.39 1.69 5.24  0.0003
H 1.25 4.88 2.95  0.0001
H 0.23 5.83 1.13  0.0000
H -0.83 4.76 0.21  0.0000
H 0.47 5.63 -0.61  0.0000
H 2.67 5.13 1.59  0.0000
H 2.89 5.00 -0.14  0.0000
H 3.27 3.62 0.90  0.0000
H 0.20 2.84 -1.09  0.0000
H 1.73 2.16 -0.55  0.0001
H 1.70 3.64 -1.50  0.0001
B -5.00 -0.42 0.09  0.0001
N -4.05 0.73 0.37  0.0011
C -4.48 1.99 0.37  0.0090
C -3.44 2.83 0.04  0.0013
C -2.37 1.97 -0.15  0.0094
N -2.74 0.71 0.08  0.0065
N -4.36 -1.71 0.60  -0.0003
C -5.14 -2.73 0.96  0.0105
C -4.34 -3.81 1.27  0.0026
C -3.06 -3.34 1.07  0.0081
N -3.07 -2.06 0.66  0.0081
H -6.02 -0.24 0.68  0.0000
H -5.15 -0.51 -1.09  -0.0003
H -5.51 2.22 0.59  0.0006
H -3.44 3.90 -0.04  -0.0001
H -1.37 2.21 -0.46  0.0005
H -6.20 -2.62 0.97  0.0006
H -4.64 -4.78 1.60  0.0000
H -2.15 -3.88 1.19  -0.0010
C 1.31 -1.15 -2.65  0.0008
C 1.62 -0.74 -1.27  -0.0031
N 0.93 -0.99 -0.16  -0.0345
C 1.71 -0.52 0.88  -0.0103
C 2.85 0.02 0.40  0.0018
N 2.79 -0.14 -0.96  -0.0035
H 0.38 -1.70 -2.67  0.0002
H 2.11 -1.79 -3.04  0.0000
H 1.23 -0.29 -3.31  0.0000
H 1.41 -0.64 1.91  -0.0020
H 3.67 0.49 0.89  0.0002
H 3.47 0.18 -1.63  -0.0004
C -0.32 -3.86 2.46  -0.0392
Si 0.30 -3.50 0.65  -0.1384
C 2.24 -3.90 0.95  -0.0086
C 2.29 -5.36 1.44  -0.0050
C 2.89 -3.06 2.07  -0.0002
C 3.18 -3.77 -0.26  0.0001
C -0.43 -4.62 -0.85  -0.0215
C 0.66 -5.04 -1.84  -0.0013
C -1.50 -3.89 -1.65  0.0063
C -1.04 -5.92 -0.30  -0.0051
H -0.73 -4.86 2.54  -0.0047
H -1.07 -3.16 2.83  -0.0017
H 0.51 -3.81 3.16  -0.0006
H 1.83 -5.46 2.42  -0.0002
H 3.32 -5.68 1.53  -0.0010
H 1.79 -6.04 0.75  -0.0003
H 2.21 -2.80 2.87  -0.0001
H 3.30 -2.14 1.67  0.0000
H 3.71 -3.62 2.50  0.0000
H 3.03 -4.56 -0.98  0.0000
H 4.21 -3.83 0.09  0.0000
H 3.05 -2.82 -0.77  0.0000
H 1.19 -4.18 -2.25  -0.0002
H 0.19 -5.57 -2.67  -0.0005
H 1.37 -5.72 -1.40  0.0000
H -1.17 -2.90 -1.95  0.0052
H -2.42 -3.77 -1.09  0.0004
H -1.74 -4.44 -2.56  0.0005
H -0.31 -6.49 0.27  -0.0001
H -1.35 -6.54 -1.14  -0.0014
H -1.91 -5.74 0.31  -0.0002
S 0.58 -2.03 -7.16  -0.0032
C -0.38 -1.36 -6.00  -0.0012
S -1.23 -2.29 -4.78  0.0006
C -1.64 -0.73 -3.95  -0.0023
N -1.21 0.28 -4.61  -0.0230
N -0.56 -0.04 -5.74  -0.0064
C -0.16 1.04 -6.56  0.0000
C -0.14 0.94 -7.95  -0.0004
C 0.21 2.05 -8.70  0.0001
C 0.52 3.25 -8.08  -0.0005
C 0.49 3.34 -6.70  0.0000
C 0.15 2.25 -5.94  -0.0005
S -2.53 -0.67 -2.52  -0.0379
H -0.39 0.01 -8.43  0.0000
H 0.23 1.97 -9.77  0.0000
H 0.78 4.11 -8.68  0.0000
H 0.74 4.28 -6.22  0.0000
H 0.10 2.31 -4.86  0.0000

Results
Energy   -6272.711716 Eh
Largest force on an atom   2.19 eV/A
Multiplicity   2
Gap between HOMO and LUMO (alpha / beta)   5.9 / 6.6 eV
HOMO level (alpha / beta)   -7.4 / -7.4 eV